C22H43CoN2P3Se | ωB97M-V/def2-TZVPD

As for the energy relative to the best compared isomer or geometry (same formula, charge and spin): 0.0 kJ/mol. As for the HOMO energy (alpha / beta): -15.24 / -17.20 eV. Its total charge is +3. As for the spin multiplicity: 5. The energy is -5780.8326 hartree. For the gap between HOMO and LUMO (alpha / beta), the calculation gives 4.5790 / 5.7561 eV.

Element x y z (Å)
Co1 -0.687 -0.026 -0.253
P1 -2.951 -0.110 -0.253
P2 -0.111 -2.144 -0.131
P3 -0.099 2.075 -0.207
H1 4.586 -0.822 0.361
C1 4.190 0.082 0.853
C2 4.512 0.116 2.296
H2 5.275 -0.546 2.691
C3 -3.876 -0.392 -1.828
C4 -3.701 -1.428 0.781
C5 -3.743 1.439 0.322
C6 1.675 -2.466 -0.319
C7 -0.489 -3.113 1.386
C8 -0.887 -3.223 -1.400
C9 1.694 2.405 -0.237
C10 -0.619 3.103 1.230
C11 -0.737 3.103 -1.590
H3 4.531 0.975 0.299
H4 4.084 0.912 2.902
H5 -4.950 -0.327 -1.606
H6 -3.654 -1.382 -2.247
H7 -3.621 0.366 -2.581
H8 -4.792 -1.309 0.727
H9 -3.386 -1.350 1.827
H10 -3.424 -2.420 0.403
H11 -4.828 1.330 0.182
H12 -3.388 2.299 -0.258
H13 -3.546 1.626 1.384
H14 1.840 -3.552 -0.343
H15 2.237 -2.045 0.526
H16 2.049 -2.027 -1.251
H17 -0.169 -4.152 1.225
H18 -1.564 -3.099 1.602
H19 0.050 -2.705 2.248
H20 -0.493 -4.242 -1.275
H21 -0.648 -2.858 -2.408
H22 -1.978 -3.245 -1.284
H23 1.869 3.477 -0.411
H24 2.171 1.834 -1.042
H25 2.156 2.124 0.720
H26 -0.191 4.108 1.119
H27 -0.254 2.663 2.164
H28 -1.712 3.181 1.280
H29 -0.320 4.115 -1.498
H30 -1.831 3.160 -1.562
H31 -0.437 2.673 -2.554
C12 0.657 0.116 -3.635
C13 1.991 -0.069 -3.260
C14 2.991 -0.029 -4.241
C15 2.663 0.214 -5.581
C16 1.323 0.428 -5.943
C17 0.321 0.378 -4.976
Se1 -0.862 -0.063 -2.403
H32 3.075 0.052 0.714
H33 2.234 -0.249 -2.209
H34 4.031 -0.192 -3.947
H35 3.448 0.245 -6.341
H36 1.056 0.633 -6.981
H37 -0.728 0.530 -5.240
N1 0.113 -0.095 6.045
C18 -0.061 -0.039 4.703
C19 1.031 -0.155 3.818
C20 0.801 -0.107 2.454
N2 -0.438 0.039 1.925
C21 -1.481 0.180 2.773
C22 -1.344 0.131 4.149
H38 1.028 -0.211 6.456
H39 -0.671 -0.001 6.674
H40 2.047 -0.288 4.182
H41 1.632 -0.201 1.751
H42 -2.467 0.347 2.341
H43 -2.224 0.220 4.783

These are the Mulliken partial charges, in e, on atoms 1 to 2: Co 0.08; P 0.56


C22H43N4O9P2 | ωB97M-V/def2-TZVPD

As for the HOMO energy: -10.98 eV. Its total charge is +1. The energy is -2442.4120 hartree. For the gap between HOMO and LUMO, the calculation gives 7.2124 eV.

Element x y z (Å)
C1 -0.632 -2.964 -1.060
C2 0.075 -4.332 -0.561
C3 0.330 -4.410 0.986
C4 1.012 -5.687 1.533
C5 1.376 -6.822 0.553
C6 1.129 -6.768 -0.986
C7 1.556 -8.059 -1.822
N1 1.357 -7.946 -3.292
C8 0.188 -7.910 -3.938
N2 0.023 -7.838 -5.389
C9 -1.420 -7.864 -5.605
N3 -2.060 -7.901 -4.309
N4 -1.114 -7.936 -3.331
O1 -1.529 -7.969 -2.046
C10 0.462 -5.490 -1.545
H1 -1.509 -2.682 -0.363
H2 0.135 -2.100 -0.992
H3 -0.967 -3.024 -2.148
H4 0.027 -3.554 1.694
H5 1.219 -5.779 2.656
H6 1.849 -7.766 1.010
H7 2.676 -8.241 -1.623
H8 1.018 -8.972 -1.363
H9 2.215 -7.930 -3.876
H10 -1.992 -7.857 -6.590
H11 -3.074 -7.896 -4.149
H12 -2.214 -7.249 -1.981
H13 0.261 -5.398 -2.664
O2 4.873 1.006 1.149
P1 3.513 1.609 0.786
O3 3.072 2.043 2.324
C11 3.780 3.083 2.975
C12 3.484 4.437 2.357
O4 2.680 0.176 0.708
C13 3.361 -1.055 0.498
C14 3.701 -1.714 1.822
O5 2.044 2.320 0.250
C15 2.139 3.280 -0.799
C16 2.992 2.808 -1.961
H14 4.855 2.878 2.964
H15 3.458 3.085 4.019
H16 3.942 4.512 1.365
H17 3.886 5.244 2.972
H18 2.409 4.585 2.237
H19 4.249 -0.907 -0.122
H20 2.691 -1.709 -0.067
H21 4.212 -1.033 2.503
H22 4.337 -2.590 1.666
H23 2.789 -2.035 2.333
H24 2.525 4.221 -0.399
H25 1.122 3.472 -1.152
H26 4.041 2.695 -1.662
H27 2.955 3.530 -2.781
H28 2.650 1.836 -2.326
O6 -3.990 5.046 2.779
P2 -3.491 5.139 1.334
O7 -1.886 4.885 1.663
C17 -1.472 3.611 2.122
C18 -1.557 2.564 1.028
O8 -3.450 6.793 1.245
C19 -4.228 7.593 2.128
C20 -3.426 7.977 3.358
O9 -3.059 5.190 -0.330
C21 -3.782 4.338 -1.213
C22 -5.284 4.422 -1.023
H29 -2.060 3.310 2.995
H30 -0.433 3.709 2.446
H31 -2.604 2.332 0.802
H32 -1.069 1.636 1.337
H33 -1.091 2.921 0.108
H34 -5.159 7.086 2.394
H35 -4.509 8.500 1.586
H36 -2.963 7.111 3.834
H37 -4.062 8.478 4.093
H38 -2.612 8.653 3.086
H39 -3.437 3.307 -1.089
H40 -3.528 4.642 -2.232
H41 -5.581 4.035 -0.041
H42 -5.800 3.832 -1.785
H43 -5.627 5.458 -1.083

These are the Mulliken partial charges, in e, on atoms 1 to 2: C -1.00; C 0.64


C22H43N5O10P | ωB97M-V/def2-TZVPD

As for the HOMO energy: -10.46 eV. Its total charge is +1. The energy is -2231.2923 hartree. For the gap between HOMO and LUMO, the calculation gives 7.3102 eV.

Element x y z (Å)
C1 -2.197 0.281 1.207
C2 -2.091 0.783 -0.260
C3 -0.716 1.284 -0.649
O1 -0.533 2.714 -0.463
N1 -0.488 3.056 0.839
C4 0.360 2.730 1.824
N2 1.457 1.954 1.701
P1 2.480 1.613 3.009
O2 3.519 0.701 2.567
O3 2.992 3.048 3.433
O4 1.603 1.012 4.176
N3 -0.020 3.291 2.970
C5 -1.101 3.996 2.666
N4 -1.419 3.887 1.387
C6 -2.526 4.538 0.712
C7 -3.716 3.848 0.531
C8 -4.729 4.554 -0.103
C9 -4.472 5.871 -0.485
N5 -3.321 6.513 -0.318
C10 -2.341 5.839 0.276
H1 -2.804 0.950 1.807
H2 -2.616 -0.716 1.194
H3 -1.198 0.181 1.626
H4 -2.270 -0.082 -0.892
H5 -2.869 1.498 -0.505
H6 -0.552 1.137 -1.709
H7 0.041 0.698 -0.134
H8 1.760 1.564 0.823
H9 3.296 3.088 4.348
H10 1.324 1.667 4.828
H11 -1.655 4.582 3.375
H12 -3.849 2.836 0.877
H13 -5.690 4.102 -0.273
H14 -5.266 6.424 -0.964
H15 -1.394 6.334 0.429
C11 -6.292 -0.400 0.119
O5 -5.862 -1.498 -0.645
C12 -6.015 -2.726 0.054
C13 -5.861 -3.899 -0.887
O6 -7.035 -4.195 -1.621
C14 -7.327 -3.345 -2.722
C15 -6.473 -3.614 -3.940
O7 -5.211 -2.974 -3.819
C16 -4.292 -3.453 -4.775
H16 -5.724 -0.331 1.057
H17 -6.120 0.501 -0.470
H18 -7.362 -0.467 0.347
H19 -7.002 -2.766 0.528
H20 -5.241 -2.783 0.834
H21 -5.675 -4.786 -0.279
H22 -5.003 -3.760 -1.549
H23 -7.277 -2.293 -2.435
H24 -8.362 -3.570 -2.986
H25 -6.981 -3.221 -4.831
H26 -6.336 -4.696 -4.055
H27 -4.088 -4.519 -4.623
H28 -3.364 -2.899 -4.650
H29 -4.663 -3.297 -5.794
C17 10.642 -2.715 -0.363
O8 9.540 -1.846 -0.230
C18 8.847 -1.679 -1.454
C19 7.505 -1.025 -1.217
O9 6.495 -1.929 -0.792
C20 6.550 -2.338 0.569
C21 6.046 -1.291 1.536
O10 7.060 -0.339 1.811
C22 6.546 0.810 2.446
H30 11.353 -2.340 -1.108
H31 11.139 -2.769 0.603
H32 10.314 -3.722 -0.648
H33 8.697 -2.652 -1.938
H34 9.450 -1.040 -2.114
H35 7.153 -0.637 -2.176
H36 7.597 -0.183 -0.528
H37 7.552 -2.674 0.840
H38 5.880 -3.198 0.633
H39 5.755 -1.776 2.478
H40 5.169 -0.793 1.109
H41 5.841 1.331 1.795
H42 7.388 1.470 2.654
H43 6.051 0.553 3.388

These are the Mulliken partial charges, in e, on atoms 1 to 2: C -0.93; C -0.42


C22H44BrCl2N4O6PS | ωB97M-V/def2-TZVPD

As for the HOMO energy: -8.90 eV. The energy is -5769.1507 hartree. For the gap between HOMO and LUMO, the calculation gives 9.0965 eV.

Element x y z (Å)
C1 2.273 1.264 5.434
C2 1.403 1.998 4.417
C3 2.271 2.530 3.260
C4 1.545 2.716 1.914
S1 1.944 4.478 1.322
N1 0.085 2.792 1.963
C5 -0.276 2.931 0.587
O1 -1.253 3.524 0.177
C6 0.788 2.220 -0.281
P1 -0.037 1.227 -1.683
O2 0.536 -0.292 -1.487
O3 -1.627 1.096 -1.287
C7 1.761 1.631 0.789
C8 1.369 0.259 1.437
C9 -0.094 -0.250 1.441
C10 -0.478 -0.901 2.770
Br1 0.710 -2.342 3.267
C11 3.247 1.404 0.349
Cl1 4.271 2.871 0.557
C12 3.433 0.863 -1.091
C13 4.721 1.275 -1.800
Cl2 3.472 -0.939 -1.027
H1 2.888 0.532 4.910
H2 1.688 0.733 6.179
H3 2.957 1.964 5.909
H4 0.672 1.297 4.022
H5 0.900 2.849 4.870
H6 2.734 3.468 3.541
H7 3.087 1.824 3.100
H8 0.972 5.044 2.049
H9 -0.397 2.098 2.513
H10 1.377 2.906 -0.885
H11 -0.203 -0.874 -1.261
H12 -1.762 0.892 -0.355
H13 1.945 -0.536 0.976
H14 1.704 0.278 2.474
H15 -0.845 0.519 1.284
H16 -0.190 -1.043 0.711
H17 -0.556 -0.181 3.580
H18 -1.463 -1.349 2.667
H19 3.713 0.667 0.995
H20 2.621 1.155 -1.751
H21 5.598 1.103 -1.185
H22 4.661 2.290 -2.178
H23 4.814 0.623 -2.667
C14 -3.375 -3.448 -3.909
N2 -2.577 -2.756 -2.914
C15 -2.158 -3.211 -1.714
C16 -2.547 -4.612 -1.315
O4 -1.480 -2.499 -0.978
H24 -2.822 -3.520 -4.846
H25 -4.299 -2.898 -4.094
H26 -3.625 -4.448 -3.574
H27 -2.283 -1.812 -3.114
H28 -2.134 -4.817 -0.332
H29 -3.631 -4.713 -1.268
H30 -2.151 -5.339 -2.025
C17 -4.032 4.274 -1.068
N3 -5.366 3.822 -0.697
C18 -6.402 3.491 -1.508
C19 -6.175 3.598 -2.999
O5 -7.470 3.121 -1.044
H31 -3.289 3.589 -0.672
H32 -3.850 5.262 -0.643
H33 -3.929 4.328 -2.146
H34 -5.580 3.731 0.282
H35 -7.088 3.301 -3.505
H36 -5.932 4.623 -3.281
H37 -5.364 2.940 -3.314
C20 1.433 -3.882 -0.434
N4 1.607 -5.279 -0.798
C21 2.757 -5.935 -1.104
C22 4.038 -5.134 -1.071
O6 2.742 -7.120 -1.394
H38 0.983 -3.812 0.557
H39 0.769 -3.397 -1.146
H40 2.385 -3.364 -0.426
H41 0.790 -5.867 -0.838
H42 4.859 -5.793 -1.337
H43 4.000 -4.311 -1.785
H44 4.217 -4.732 -0.073

These are the Mulliken partial charges, in e, on atoms 1 to 2: C -1.59; C 0.53


C22H44Cl2O5SSiZr | ωB97M-V/def2-TZVPD

As for the HOMO energy: -1.11 eV. Its total charge is -2. The energy is -2896.3468 hartree. For the gap between HOMO and LUMO, the calculation gives 5.5038 eV.

Element x y z (Å)
C1 0.889 4.251 -0.213
C2 -0.464 4.441 -0.661
C3 -0.530 4.101 -2.031
C4 -1.578 5.027 0.119
C5 0.753 3.680 -2.450
C6 1.646 3.776 -1.329
C7 3.114 3.558 -1.365
C8 1.425 4.604 1.126
C9 -1.727 4.214 -2.896
C10 1.122 3.343 -3.845
Zr1 0.209 2.122 -0.683
Cl1 -4.611 2.355 1.266
Cl2 -1.060 2.169 1.342
O1 1.110 0.767 -1.894
H1 -1.382 5.006 1.184
H2 -2.510 4.497 -0.054
H3 -1.719 6.067 -0.184
H4 -2.637 3.989 -2.350
H5 -1.674 3.539 -3.743
H6 -1.806 5.233 -3.280
H7 0.371 2.717 -4.318
H8 2.067 2.817 -3.897
H9 1.209 4.264 -4.425
H10 3.381 2.761 -2.052
H11 3.500 3.296 -0.385
H12 3.619 4.470 -1.690
H13 0.702 4.395 1.908
H14 1.675 5.665 1.161
H15 2.321 4.036 1.356
H16 0.483 0.256 -2.423
O2 1.487 1.313 0.508
H17 2.140 0.794 0.014
C11 2.495 -2.049 2.314
C12 2.337 -2.150 0.786
C13 3.573 -1.530 0.106
C14 2.262 -3.630 0.373
O3 1.268 -1.536 0.420
Si1 -0.346 -1.546 0.450
S1 -1.364 -0.016 -0.728
O4 -0.822 -2.962 -0.153
C15 -1.233 -3.664 -1.144
C16 -0.659 -3.117 -2.466
C17 -0.767 -5.119 -0.960
C18 -2.770 -3.635 -1.196
O5 -0.851 -1.427 1.970
C19 -1.741 -1.644 2.864
C20 -2.778 -0.510 2.850
C21 -2.449 -2.985 2.603
C22 -1.058 -1.698 4.240
H18 3.420 -2.567 2.648
H19 1.631 -2.523 2.825
H20 2.551 -0.986 2.630
H21 4.487 -2.106 0.366
H22 3.457 -1.537 -1.000
H23 3.759 -0.495 0.448
H24 1.400 -4.127 0.867
H25 2.155 -3.715 -0.729
H26 3.184 -4.172 0.675
H27 0.452 -3.119 -2.442
H28 -0.993 -3.739 -3.324
H29 -1.001 -2.078 -2.649
H30 -1.147 -5.533 -0.001
H31 -1.140 -5.757 -1.791
H32 0.338 -5.191 -0.957
H33 -3.203 -4.083 -0.279
H34 -3.140 -2.592 -1.296
H35 -3.142 -4.225 -2.062
H36 -3.262 -0.438 1.851
H37 -3.569 -0.689 3.609
H38 -2.298 0.460 3.085
H39 -1.718 -3.821 2.583
H40 -3.204 -3.191 3.393
H41 -2.981 -2.947 1.633
H42 -0.316 -2.522 4.276
H43 -0.533 -0.742 4.450
H44 -1.809 -1.870 5.042

These are the Mulliken partial charges, in e, on atoms 1 to 2: C 0.94; C 0.95


C22H44N3O2P3Pb | ωB97M-V/def2-TZVPD

As for the energy relative to the best compared isomer or geometry (same formula, charge and spin): 164.2 kJ/mol. As for the HOMO energy (alpha / beta): -18.81 / -18.81 eV. Its total charge is +4. The energy is -2394.8000 hartree. For the gap between HOMO and LUMO (alpha / beta), the calculation gives 3.9268 / 4.0041 eV.

Element x y z (Å)
Pb1 -0.682 -0.038 0.074
P1 2.035 0.977 1.832
P2 -0.934 2.542 -1.113
P3 2.062 -0.344 -1.115
H1 -0.881 -4.589 0.011
C1 0.129 -4.980 0.184
C2 0.850 -4.648 1.269
H2 0.434 -3.904 1.966
C3 1.590 1.353 3.574
C4 2.927 2.550 1.476
C5 3.459 -0.128 2.221
C6 -2.197 2.188 -2.387
C7 -1.692 3.974 -0.268
C8 0.407 3.328 -2.058
C9 2.750 -1.992 -0.662
C10 3.585 0.646 -1.384
C11 1.632 -0.658 -2.868
H3 0.499 -5.713 -0.542
H4 1.858 -5.012 1.473
H5 1.143 0.468 4.046
H6 0.878 2.187 3.633
H7 2.508 1.624 4.117
H8 2.221 3.385 1.580
H9 3.324 2.557 0.455
H10 3.751 2.679 2.192
H11 3.076 -1.146 2.379
H12 3.936 0.218 3.148
H13 4.205 -0.155 1.420
H14 -2.604 3.143 -2.748
H15 -3.028 1.621 -1.943
H16 -1.792 1.623 -3.237
H17 -2.313 4.527 -0.989
H18 -0.913 4.641 0.135
H19 -2.310 3.631 0.574
H20 0.012 4.169 -2.643
H21 0.877 2.606 -2.735
H22 1.173 3.706 -1.367
H23 3.068 -2.508 -1.580
H24 1.988 -2.601 -0.154
H25 3.608 -1.871 0.013
H26 4.130 0.252 -2.252
H27 4.244 0.625 -0.510
H28 3.306 1.687 -1.589
H29 2.494 -1.154 -3.341
H30 1.433 0.297 -3.374
H31 0.736 -1.291 -2.957
C12 -1.959 -1.760 -3.285
C13 -3.008 -1.219 -4.037
C14 -3.132 -1.622 -5.371
C15 -2.258 -2.572 -5.918
C16 -1.274 -3.161 -5.121
C17 -1.161 -2.800 -3.772
O1 -1.595 -1.194 -2.057
H32 -2.055 -0.318 -1.956
H33 -3.676 -0.474 -3.597
H34 -3.928 -1.193 -5.980
H35 -2.339 -2.850 -6.968
H36 -0.601 -3.908 -5.547
H37 -0.430 -3.268 -3.120
C18 -1.425 -1.890 4.820
N1 -1.854 -0.634 4.205
C19 -2.527 0.315 4.920
C20 -2.719 1.551 4.374
C21 -2.075 1.801 3.148
N2 -1.736 0.797 2.328
C22 -1.577 -0.428 2.872
O2 -1.127 -1.377 2.150
N3 -1.718 3.044 2.721
H38 -1.480 -2.675 4.069
H39 -2.091 -2.110 5.657
H40 -0.390 -1.817 5.184
H41 -2.870 0.015 5.908
H42 -3.230 2.344 4.908
H43 -1.886 3.830 3.334
H44 -0.863 3.100 2.173

These are the Mulliken partial charges, in e, on atoms 1 to 2: Pb 1.12; P 0.78